# C43H68GeIrN4OP3S

A molecular structure, C43H68GeIrN4OP3S (ωB97M-V/def2-TZVPD, the Open Molecules 2025 dataset).

Element x y z (Å)
Ir 0.4108 -0.4864 -0.5519
C 4.5283 0.7464 0.4144
C 3.9685 -0.5467 1.0028
C 4.7360 -0.8759 2.2894
P 2.1123 -0.5646 1.1947
C 1.8660 0.7661 2.5097
N 0.5771 1.4463 2.5053
Ge -0.6804 1.0036 0.8118
N -2.4090 -0.0115 1.4163
C -2.5034 -1.3694 0.8860
P -1.5793 -1.6444 -0.7277
C -2.9163 -1.3204 -1.9716
C -4.0951 -2.2979 -1.9882
C -3.4614 0.0975 -1.7765
C -1.2340 -3.4742 -0.7039
C -0.9639 -4.0020 -2.1172
C -2.2354 -4.3562 0.0471
C -3.2320 0.4506 2.3608
C -4.2875 -0.3357 2.9181
C -5.0460 0.1239 3.9616
C -4.7779 1.3783 4.5076
C -3.7607 2.1782 3.9782
C -3.0067 1.7665 2.9073
N -1.9727 2.5978 2.3087
C -0.9931 3.0899 3.2709
C -1.2269 4.1683 4.0875
C -0.2911 4.5867 5.0400
C 0.9189 3.9111 5.1900
C 1.2014 2.8502 4.3715
C 0.2797 2.4138 3.3706
C -2.5147 3.6281 1.4310
C -3.4413 4.5521 1.8494
C -3.9174 5.5530 0.9962
C -3.4659 5.6360 -0.3196
C -2.5765 4.7043 -0.7843
C -2.0905 3.6555 0.0548
N -1.3121 2.6792 -0.4044
C -0.9018 2.5974 -1.7890
P 0.2538 1.1655 -2.1872
C -0.4904 0.7055 -3.8258
C -0.3662 1.7912 -4.8967
C -0.0158 -0.6471 -4.3499
C 1.7908 2.1103 -2.5678
C 2.8467 1.1711 -3.1462
C 2.2605 2.8742 -1.3304
C 1.8845 -2.0754 2.2604
C 2.3988 -3.3449 1.5867
C 0.4387 -2.2444 2.7052
H 5.6160 0.6772 0.3852
H 4.2887 1.6183 1.0287
H 4.1794 0.9381 -0.5957
H 4.1328 -1.3510 0.2769
H 4.6603 -0.0641 3.0168
H 5.7938 -0.9760 2.0439
H 4.4328 -1.8009 2.7728
H 2.6678 1.5010 2.3862
H 2.0217 0.2833 3.4798
H -3.5336 -1.7036 0.7803
H -2.0246 -2.0257 1.6162
H -2.3989 -1.3817 -2.9343
H -4.6115 -2.3286 -1.0264
H -3.8204 -3.3125 -2.2573
H -4.8238 -1.9531 -2.7236
H -4.1795 0.1203 -0.9528
H -3.9911 0.4262 -2.6713
H -2.6795 0.8284 -1.5555
H -0.2774 -3.5176 -0.1700
H -1.8824 -4.1531 -2.6795
H -0.4722 -4.9734 -2.0485
H -0.3155 -3.3413 -2.6994
H -3.2422 -4.2935 -0.3630
H -2.2815 -4.1308 1.1133
H -1.9174 -5.3961 -0.0399
H -4.4684 -1.3245 2.5278
H -5.8352 -0.4901 4.3732
H -5.3549 1.7426 5.3468
H -3.5735 3.1293 4.4558
H -2.1383 4.7428 4.0085
H -0.5208 5.4395 5.6643
H 1.6318 4.2320 5.9370
H 2.1469 2.3367 4.4624
H -3.8470 4.5228 2.8503
H -4.6401 6.2652 1.3707
H -3.8309 6.4179 -0.9714
H -2.2463 4.7406 -1.8116
H -0.4045 3.5199 -2.0983
H -1.7887 2.4883 -2.4221
H -1.5531 0.6037 -3.5723
H 0.6609 1.8816 -5.2512
H -0.6960 2.7754 -4.5581
H -0.9808 1.5218 -5.7562
H 0.9927 -0.5865 -4.7576
H -0.6674 -0.9831 -5.1573
H -0.0171 -1.4016 -3.5624
H 1.5240 2.8408 -3.3368
H 3.0013 0.3097 -2.4933
H 3.7953 1.6935 -3.2776
H 2.5444 0.7902 -4.1211
H 2.3156 2.2239 -0.4544
H 1.6018 3.7109 -1.0909
H 3.2560 3.2882 -1.4968
H 2.4791 -1.8736 3.1554
H 1.9512 -3.4603 0.5957
H 2.1357 -4.2129 2.1923
H 3.4827 -3.3431 1.4726
H -0.1831 -2.5111 1.8494
H 0.0288 -1.3408 3.1697
H 0.3696 -3.0504 3.4368
O 1.9660 -2.1341 -1.5661
S 2.3893 -2.9011 -2.8194
C 2.6545 -4.6179 -2.2962
C 4.0744 -4.6992 -1.7574
C 4.9131 -3.9151 -2.7609
C 4.1838 -2.5930 -2.9878
H 2.5307 -5.2294 -3.1933
H 1.8573 -4.8654 -1.5951
H 4.4010 -5.7335 -1.6598
H 4.1261 -4.2363 -0.7687
H 4.9849 -4.4701 -3.6980
H 5.9300 -3.7350 -2.4146
H 4.3827 -2.1244 -3.9498
H 4.3849 -1.8763 -2.1903

Force components x, y, z for each atom (eV/Å):
0.3 0.0 -0.2
-0.1 0.0 0.0
0.0 0.0 0.0
0.0 0.0 0.0
0.1 -0.1 0.2
-0.1 0.0 0.0
-0.1 0.0 0.1
-0.2 0.4 0.2
-0.2 0.1 -0.1
0.1 0.1 0.1
-0.1 -0.1 0.0
0.0 0.0 0.0
0.0 0.0 0.0
0.1 0.0 0.1
0.1 0.1 0.1
0.0 0.1 -0.1
0.0 0.0 0.0
0.1 -0.1 -0.1
0.0 0.0 0.0
0.0 0.0 0.0
0.0 0.0 0.0
0.1 0.0 0.1
-0.1 -0.2 0.1
0.1 0.0 0.0
0.1 0.0 0.1
-0.1 0.1 -0.1
0.0 0.0 0.0
0.0 0.0 0.0
0.0 0.0 0.0
0.1 -0.2 -0.1
-0.1 0.1 -0.1
-0.1 -0.1 0.1
0.0 0.0 0.0
0.0 0.0 0.0
0.0 0.0 -0.1
0.1 -0.1 -0.1
-0.1 0.0 0.3
0.0 0.1 0.1
-0.1 -0.1 -0.4
-0.1 0.0 0.0
0.0 0.0 0.0
0.1 0.0 0.1
0.0 0.0 0.0
0.0 -0.1 0.1
0.0 0.0 0.1
0.0 0.1 0.1
-0.1 0.0 -0.1
-0.1 0.0 0.0
0.0 0.0 0.0
0.0 0.0 0.0
-0.1 0.0 -0.1
-0.1 0.0 0.0
0.0 0.0 0.0
0.0 0.0 0.0
0.0 0.0 0.0
0.0 0.0 0.0
0.0 0.0 0.0
-0.1 0.1 0.0
-0.1 -0.1 0.0
0.0 0.0 0.0
0.0 0.0 0.0
0.1 0.0 0.0
0.0 0.0 0.0
0.0 0.0 0.0
0.0 0.0 0.0
-0.1 -0.1 0.0
0.0 0.0 0.0
-0.1 0.0 0.0
0.0 0.0 0.0
-0.1 0.0 0.1
0.0 0.0 0.0
0.0 0.0 0.0
0.0 0.0 0.0
0.0 0.0 0.0
0.0 0.0 0.0
0.0 0.0 0.0
0.1 0.0 0.0
0.0 -0.1 -0.1
0.0 0.0 0.0
0.0 0.0 0.0
0.0 0.0 0.0
0.0 -0.1 0.0
0.0 0.0 0.0
0.0 0.0 0.0
0.0 0.0 0.0
0.0 0.0 0.0
0.1 0.0 0.0
0.1 0.0 0.0
0.0 0.0 0.0
0.0 0.0 0.0
0.0 0.0 0.0
0.0 0.0 0.0
0.0 0.0 0.0
0.0 0.0 0.0
-0.1 0.0 0.0
0.1 0.0 0.1
0.0 0.0 0.0
0.0 0.0 0.0
0.0 0.0 0.0
0.0 0.0 0.0
0.0 0.0 0.0
0.0 0.0 0.0
0.0 0.0 0.0
0.0 0.0 0.0
0.0 0.0 0.0
0.1 0.0 0.0
0.0 0.0 0.0
0.0 0.0 0.0
0.2 -0.1 0.0
0.0 0.1 0.0
0.0 0.0 0.0
0.0 0.0 0.0
0.0 0.0 -0.1
0.0 0.0 0.0
0.0 0.0 0.0
0.1 0.0 0.0
0.0 0.0 0.0
0.0 0.0 0.0
0.0 0.0 0.0
0.0 0.0 0.0
0.0 0.0 0.0
0.0 0.1 0.0

Output
frontier orbital gap (spin up / spin down) = 6.1 / 5.1 eV
HOMO level (spin up / spin down) = -0.470 / -0.555 Ha
lowest unoccupied orbital energy (spin up / spin down) = -6.68 / -9.95 eV
2S+1 = 6
total charge = +3